Record 1
Formula: C10H13N3O3RhS2Se
Source: OMol25
Level of theory: ωB97M-V with the def2-TZVPD basis set

```
33
Properties=species:S:1:pos:R:3
Rh -0.4928 2.1715 -0.8151
Se -1.5803 3.4815 0.9742
S 2.4895 3.5367 -0.3860
S 0.0571 1.3205 -2.9720
O -0.4925 0.1361 -0.1707
O -0.2245 1.2610 2.3669
O -0.3179 -1.8878 0.6732
N 0.9553 -1.1902 -2.2538
N -0.9972 -1.1878 -3.1352
N -1.9798 5.3538 -1.3472
C -1.7106 -0.4880 2.9141
C 1.0830 2.9834 -0.5793
C 0.0158 -0.3901 -2.7700
C 2.1853 -0.7153 -1.6427
C -0.7219 -2.4975 -2.8113
C -0.3886 -0.6718 0.8307
C -0.3626 -0.1535 2.2855
C -1.8354 4.6586 -0.4348
C 0.5020 -2.4926 -2.2452
C 0.7787 -0.8292 3.0334
H 0.7645 -0.5174 4.0791
H 0.6828 -1.9101 2.9736
H -1.9097 -1.5546 2.8303
H 2.7057 -0.0594 -2.3367
H -1.8603 -0.8226 -3.5009
H 1.7437 -0.5532 2.5967
H 0.7099 1.4876 2.4209
H -2.5039 0.0632 2.4071
H -1.7032 -0.1958 3.9646
H 1.0773 -3.2907 -1.8151
H -1.4123 -3.2982 -2.9961
H 1.9386 -0.1728 -0.7332
H 2.8042 -1.5755 -1.4052
```

Values from the calculation:
HOMO-LUMO gap (spin up / spin down) = 7.562 / 7.081 eV
E_HOMO (spin up / spin down) = -8.3638 / -8.3584 eV
ΔE to the lowest compared entry with this formula, charge and spin = 28.9 kcal per mole
expectation value of S² = 0.7569
E_LUMO (spin up / spin down) = -0.80 / -1.28 eV
2S+1 = 2

Record 2
Formula: C2H4ClNSi
Source: OMol25
Level of theory: ωB97M-V with the def2-TZVPD basis set

```
9
Properties=species:S:1:pos:R:3
Cl -1.5994 -0.6113 2.5283
Si 0.9009 -0.6004 0.5372
N -0.4811 0.7822 -1.5466
C -0.4061 0.2046 1.6930
C -0.0507 -0.4256 -1.1682
H 2.0312 0.2131 0.7037
H -0.5515 1.7259 -1.1738
H 1.1026 -2.0426 0.8413
H -0.9460 0.7543 -2.4149
```

Values from the calculation:
HOMO-LUMO gap (spin up / spin down) = 7.397 / 7.105 eV
E_HOMO (spin up / spin down) = -8.1384 / -7.7871 eV
ΔE to the lowest compared entry with this formula, charge and spin = 105.2 kcal per mole
E_LUMO (spin up / spin down) = -0.74 / -0.68 eV

Record 3
Formula: C34H26O9
Source: OMol25
Level of theory: ωB97M-V with the def2-TZVPD basis set

```
69
Properties=species:S:1:pos:R:3
O -8.5816 0.4968 4.8224
O -2.7932 -2.9993 5.5113
O 3.7189 6.2675 -5.7434
O -8.5308 0.1391 7.0373
O -6.7225 1.0423 6.0400
O -3.2680 -5.0674 4.8569
O 4.8077 1.4311 -3.7259
O -0.7753 -4.9998 -1.8337
O 1.0044 -0.9321 1.1562
C -7.9819 0.5267 6.0517
C -0.4890 -2.7442 0.9681
C -4.3584 0.4469 5.8691
C 4.5536 2.5361 -4.1586
C -2.0297 -4.5662 0.6302
C -5.7686 -0.0165 6.2094
C 1.4286 -3.5675 -2.7926
C 1.6011 4.4508 -5.5449
C -0.3535 -4.0958 -1.1442
C 6.8692 3.3203 -3.7187
C 2.3159 -1.4162 -1.2686
C -2.5904 -4.3189 1.8718
C 7.8569 4.2883 -3.7740
C 2.4945 -2.7988 -3.2283
C 3.9581 5.1823 -5.2589
C -1.0519 -2.5046 2.2147
C 2.8943 4.1440 -5.1425
C 2.1846 1.9115 -4.5720
C 0.8015 -3.2656 -1.5907
C 3.1844 2.8734 -4.6408
C 7.5846 5.5329 -4.3321
C 0.8987 2.2209 -4.9800
C -0.9711 -3.7886 0.1778
C 5.6007 3.5947 -4.2136
C 0.6049 3.4934 -5.4584
C -2.0956 -3.2928 2.6706
C 6.3208 5.8137 -4.8222
C -3.6029 -1.9840 6.1550
C 0.6228 -1.8723 0.4918
C -3.5584 -3.9189 4.8554
C 1.2546 -2.1922 -0.8200
C -3.5200 -0.7108 5.3230
C 5.3225 4.8506 -4.7571
C 2.9346 -1.7187 -2.4699
H -3.2430 -1.8342 7.1717
H -4.6138 -2.3893 6.2242
H 0.1205 1.4713 -4.9215
H -2.4074 -5.3666 0.0092
H -4.3947 1.2810 5.1700
H -0.6659 -1.7015 2.8284
H -3.8968 -0.9430 4.3232
H -8.2480 -0.2831 4.3630
H 8.8431 4.0744 -3.3836
H -2.4672 -0.4334 5.2881
H 1.3790 5.4397 -5.9211
H 2.4154 0.9246 -4.1946
H -2.5057 -3.0706 3.6708
H 2.6569 -0.5802 -0.6736
H -0.4035 3.7364 -5.7659
H -3.9220 0.8547 6.7851
H -4.5380 -3.6115 4.4600
H 2.9851 -3.0385 -4.1626
H 1.0817 -4.4058 -3.3807
H 3.7639 -1.1139 -2.8164
H -3.4098 -4.9332 2.2202
H 7.0774 2.3504 -3.2888
H -5.8151 -0.4659 7.2027
H 6.1027 6.7811 -5.2528
H -6.0301 -0.8207 5.5036
H 8.3602 6.2857 -4.3803
```

Values from the calculation:
HOMO-LUMO gap = 8.729 eV
E_HOMO = -9.7960 eV
ΔE to the lowest compared entry with this formula, charge and spin = 0.0 kcal per mole
E_LUMO = -1.07 eV
SMILES = O=C1c2ccccc2C(=O)c2ccccc21.O=C1c2ccccc2C(=O)c2ccccc21.O=COCCCCOC(=O)O